Entry 1:
{
  "formula": "C3H12O2S2",
  "method": "ωB97M-V/def2-TZVPD",
  "species": ["C", "C", "C", "S", "S", "H", "H", "H", "H", "H", "H", "H", "H", "O", "H", "H", "O", "H", "H"],
  "xyz": [[1.723, 0.838, -0.532], [1.335, -0.159, 0.626], [1.255, -1.692, 0.568], [1.300, -2.531, -1.036], [-0.689, -1.911, -1.837], [1.938, 0.084, -1.297], [0.707, 1.203, -0.697], [2.349, 1.604, -0.335], [0.275, 0.126, 1.117], [2.228, 0.096, 1.308], [0.377, -1.927, 1.321], [2.006, -2.004, 1.141], [-1.278, -3.044, -1.620], [-2.775, 1.938, -1.510], [-2.419, 1.290, -2.147], [-2.171, 2.390, -1.046], [-1.732, 1.115, 1.989], [-2.049, 2.059, 2.271], [-2.381, 0.522, 1.716]],
  "smiles": "CCCSS.O.O",
  "gap_ev": 9.18,
  "e_homo_ev": -9.262
}

=====

Entry 2:
{
  "formula": "H4O2",
  "method": "ωB97M-V/def2-TZVPD",
  "species": ["O", "H", "H", "O", "H", "H"],
  "xyz": [[1.359, -0.097, 0.000], [1.479, 0.850, 0.057], [0.407, -0.260, 0.058], [-1.205, 0.004, -0.095], [-1.671, -0.710, 0.377], [-1.449, 0.864, 0.274]],
  "smiles": "O.O",
  "gap_ev": 11.11,
  "e_homo_ev": -10.568
}

=====

Entry 3:
{
  "formula": "C39H50B2F6N10O3STi",
  "method": "ωB97M-V/def2-TZVPD",
  "species": ["Ti", "C", "C", "C", "C", "C", "C", "N", "N", "B", "N", "C", "C", "C", "N", "C", "C", "C", "N", "C", "C", "C", "N", "C", "C", "C", "H", "H", "H", "H", "H", "H", "H", "H", "H", "H", "H", "H", "H", "H", "H", "H", "H", "H", "H", "H", "H", "H", "H", "H", "H", "H", "H", "H", "N", "C", "S", "N", "N", "C", "C", "C", "C", "C", "C", "N", "H", "H", "H", "H", "H", "H", "H", "C", "C", "O", "C", "F", "F", "F", "C", "F", "F", "F", "H", "H", "H", "C", "C", "C", "C", "C", "C", "C", "C", "O", "B", "O", "C", "C", "H", "H", "H", "H", "H", "H", "H", "H", "H", "H", "H", "H"],
  "xyz": [[-0.102, 0.529, 0.337], [-1.462, -5.012, 2.467], [-0.797, -4.703, 1.120], [-1.821, -4.565, -0.003], [0.093, -3.498, 1.205], [1.104, -3.278, 2.177], [1.716, -2.128, 1.784], [1.119, -1.672, 0.629], [0.110, -2.537, 0.309], [2.122, -1.401, -0.563], [2.542, 0.069, -0.587], [3.804, 0.494, -0.686], [3.792, 1.865, -0.784], [2.444, 2.221, -0.724], [1.695, 1.112, -0.594], [1.949, 3.627, -0.876], [2.204, 4.094, -2.312], [2.637, 4.583, 0.101], [1.440, -1.817, -1.851], [1.695, -2.983, -2.473], [0.834, -3.097, -3.532], [0.067, -1.923, -3.489], [0.442, -1.161, -2.462], [-0.945, -1.583, -4.540], [-2.273, -1.112, -3.955], [-0.357, -0.582, -5.536], [-2.270, -5.728, 2.324], [-1.872, -4.112, 2.916], [-0.749, -5.440, 3.169], [-0.142, -5.551, 0.876], [-2.512, -3.754, 0.203], [-2.391, -5.485, -0.114], [-1.311, -4.345, -0.935], [1.335, -3.890, 3.025], [2.568, -1.622, 2.202], [3.094, -2.071, -0.422], [4.624, -0.193, -0.657], [4.632, 2.523, -0.851], [0.876, 3.666, -0.692], [3.265, 4.051, -2.551], [1.862, 5.120, -2.434], [1.671, 3.460, -3.014], [3.676, 4.747, -0.172], [2.606, 4.184, 1.110], [2.124, 5.543, 0.085], [2.460, -3.647, -2.125], [0.766, -3.896, -4.244], [-1.138, -2.511, -5.092], [-2.139, -0.210, -3.361], [-2.680, -1.889, -3.314], [-2.991, -0.918, -4.752], [-0.147, 0.367, -5.054], [-1.048, -0.419, -6.361], [0.576, -0.970, -5.938], [1.247, 2.694, 4.313], [1.001, 2.232, 3.061], [2.005, 1.049, 2.421], [0.012, 2.857, 2.425], [-0.301, 2.511, 1.199], [-1.178, 3.258, 0.581], [-1.445, 2.980, -0.788], [-2.352, 3.725, -1.557], [-2.474, 3.452, -2.899], [-1.650, 2.480, -3.462], [-0.786, 1.782, -2.637], [-0.706, 1.984, -1.327], [1.840, 2.124, 4.892], [0.506, 3.213, 4.756], [-1.627, 4.111, 1.084], [-2.933, 4.496, -1.079], [-3.183, 3.991, -3.507], [-1.689, 2.275, -4.520], [-0.129, 1.003, -3.002], [-2.705, -1.462, 2.279], [-1.778, -0.333, 2.770], [-0.812, 0.006, 1.878], [-1.132, -0.794, 4.103], [-0.260, 0.080, 4.607], [-0.486, -1.949, 3.965], [-2.058, -0.997, 5.060], [-2.634, 0.916, 3.111], [-3.812, 0.614, 3.674], [-2.034, 1.768, 3.946], [-2.904, 1.604, 1.992], [-2.097, -2.151, 1.693], [-3.495, -1.057, 1.650], [-3.161, -1.982, 3.119], [-6.645, -4.012, -2.453], [-7.202, -2.715, -1.860], [-8.083, -2.048, -2.926], [-8.064, -3.062, -0.640], [-6.091, -1.769, -1.434], [-6.403, -0.438, -1.152], [-5.444, 0.503, -0.818], [-4.136, 0.073, -0.758], [-2.994, 0.749, -0.472], [-1.937, -0.182, -0.495], [-2.471, -1.420, -0.814], [-3.812, -1.268, -0.982], [-4.773, -2.201, -1.319], [-7.461, -4.615, -2.846], [-6.132, -4.602, -1.697], [-5.957, -3.798, -3.267], [-8.811, -2.763, -3.302], [-7.478, -1.700, -3.760], [-8.635, -1.205, -2.522], [-8.879, -3.716, -0.940], [-8.486, -2.165, -0.196], [-7.468, -3.571, 0.114], [-7.431, -0.115, -1.198], [-5.699, 1.530, -0.622], [-4.493, -3.226, -1.485]],
  "gap_ev": 6.51,
  "e_homo_ev": -7.551
}

=====

Entry 4:
{
  "formula": "C6H13FN",
  "method": "ωB97M-V/def2-TZVPD",
  "species": ["C", "C", "C", "F", "C", "C", "C", "N", "H", "H", "H", "H", "H", "H", "H", "H", "H", "H", "H", "H", "H"],
  "xyz": [[0.369, -2.325, -2.159], [0.527, -1.235, -1.154], [-0.423, -0.571, -0.547], [-1.703, -0.443, -0.962], [-0.108, 0.740, 0.630], [1.105, 0.627, 1.531], [-0.112, 1.979, -0.108], [-1.366, 0.463, 1.481], [0.480, -3.235, -1.598], [-0.687, -2.435, -2.488], [1.145, -2.227, -2.904], [1.471, -1.332, -0.689], [0.979, 0.037, 2.454], [1.880, 0.164, 0.981], [1.646, 1.583, 1.683], [0.650, 1.960, -0.967], [-1.165, 2.135, -0.587], [0.050, 2.887, 0.424], [-1.468, -0.628, 1.528], [-2.052, 1.107, 1.000], [-1.219, 0.748, 2.451]],
  "smiles": "C/C=C(\\F)C(C)(C)[NH3+]",
  "gap_ev": 10.10,
  "charge": 1,
  "e_homo_ev": -13.692
}

=====

Entry 5:
{
  "formula": "C15H27INO4P",
  "method": "ωB97M-V/def2-TZVPD",
  "species": ["C", "C", "I", "C", "C", "C", "C", "O", "C", "C", "P", "N", "C", "O", "H", "H", "H", "H", "H", "H", "H", "H", "H", "H", "H", "C", "C", "C", "O", "H", "H", "H", "H", "H", "H", "H", "H", "C", "C", "C", "O", "H", "H", "H", "H", "H", "H", "H", "H"],
  "xyz": [[1.868, -4.229, -0.478], [2.715, -2.916, -0.976], [4.194, -2.450, 0.611], [1.789, -1.616, -1.385], [0.339, -1.798, -0.640], [0.034, -1.347, 0.775], [-1.497, -1.673, 1.367], [-2.188, -0.795, 2.118], [-2.103, -3.160, 0.900], [-1.811, -3.595, -0.519], [-2.337, -5.261, -1.291], [-3.910, -5.376, -1.656], [-0.922, -2.533, -1.457], [-1.221, -2.265, -2.741], [1.345, -4.103, 0.577], [2.596, -5.153, -0.365], [1.051, -4.569, -1.279], [3.295, -3.223, -1.973], [2.357, -0.623, -1.135], [1.588, -1.701, -2.556], [0.872, -0.822, 1.442], [-2.698, -3.863, 1.627], [-1.870, -6.302, -0.368], [-1.508, -5.439, -2.491], [-4.351, -4.456, -1.352], [1.123, 2.688, 1.902], [0.631, 1.764, 3.004], [0.271, 2.541, 4.260], [1.647, 0.813, 3.311], [2.026, 3.224, 2.214], [1.390, 2.114, 1.008], [0.358, 3.422, 1.631], [-0.244, 1.206, 2.653], [1.145, 3.072, 4.656], [-0.069, 1.862, 5.048], [-0.520, 3.271, 4.060], [2.428, 1.300, 3.624], [-1.595, 3.423, -1.998], [-0.537, 4.373, -1.459], [-0.279, 5.519, -2.423], [0.675, 3.657, -1.241], [-1.273, 2.975, -2.944], [-1.762, 2.597, -1.298], [-2.545, 3.941, -2.161], [-0.860, 4.773, -0.491], [0.090, 5.146, -3.386], [0.493, 6.188, -2.028], [-1.189, 6.100, -2.600], [0.969, 3.298, -2.094]],
  "smiles": "C[C@H](I)CC1=CC(=O)C=C([PH2]=N)C1=O.CC(C)O.CC(C)O",
  "gap_ev": 6.99,
  "e_homo_ev": -8.943
}

=====

Entry 6:
{
  "formula": "C9H16N2O5S",
  "method": "ωB97M-V/def2-TZVPD",
  "species": ["C", "C", "C", "C", "C", "C", "C", "C", "C", "H", "H", "H", "H", "H", "H", "H", "H", "H", "H", "H", "H", "H", "H", "H", "H", "N", "N", "O", "O", "O", "O", "O", "S"],
  "xyz": [[-0.761, -0.301, -0.821], [0.448, -0.257, 0.057], [-1.981, 0.705, -0.337], [-3.279, 0.011, -0.958], [-4.988, 0.082, 1.404], [2.709, 0.695, 0.337], [3.304, 2.071, 0.201], [3.766, -0.296, -0.293], [3.100, -1.686, -0.378], [-0.447, -2.367, -0.630], [-2.085, -1.657, 0.399], [-0.687, 0.013, -1.827], [-1.841, 1.805, -0.544], [-2.064, 0.892, 0.969], [-3.288, -1.318, -0.422], [-3.369, -0.026, -2.196], [-5.809, -0.991, 1.344], [-5.649, 0.567, 2.416], [-3.742, -0.084, 1.568], [1.618, 0.803, -1.493], [2.432, 0.518, 1.428], [4.646, -0.315, 0.335], [4.161, 0.094, -1.334], [2.334, -3.222, 0.890], [3.234, 3.865, 0.119], [-1.452, -1.577, -0.714], [1.401, 0.565, -0.371], [0.402, -0.739, 1.175], [4.435, 2.369, 0.643], [1.913, -1.720, -0.976], [3.440, -2.675, 0.746], [2.623, 3.065, -0.555], [-4.521, 1.112, -0.182]],
  "gap_ev": 7.64,
  "e_homo_ev": -8.134
}

=====

Entry 7:
{
  "formula": "C22H26N2O3S",
  "method": "ωB97M-V/def2-TZVPD",
  "species": ["C", "O", "C", "C", "H", "C", "N", "C", "O", "C", "N", "C", "O", "C", "C", "C", "C", "C", "C", "C", "H", "H", "H", "H", "H", "H", "C", "H", "H", "S", "C", "C", "C", "C", "C", "C", "C", "H", "H", "H", "H", "H", "H", "H", "H", "H", "H", "H", "H", "H", "H", "H", "H", "H"],
  "xyz": [[-2.495, -2.633, -2.059], [-2.522, -1.928, -0.942], [-2.879, -2.608, 0.153], [-1.890, -3.671, 0.677], [-2.389, -4.571, 1.184], [-0.939, -2.994, 1.582], [-0.330, -1.989, 0.941], [-0.444, -0.547, 0.933], [-1.128, -0.122, 1.896], [0.296, 0.356, 0.055], [1.643, 0.532, 0.131], [2.363, -0.605, -0.420], [2.077, -1.955, -0.855], [3.890, -0.184, -0.121], [5.032, -0.967, -0.566], [6.170, -0.337, -0.060], [6.294, 0.821, 0.384], [5.043, 1.610, 0.692], [3.989, 1.130, 0.296], [2.444, 1.526, 0.661], [2.199, 1.722, 1.496], [2.123, 2.448, 0.079], [5.097, 2.780, 1.068], [7.142, 1.517, 0.694], [7.172, -0.636, -0.635], [5.093, -1.929, -0.849], [-0.256, -0.023, -1.356], [0.380, -0.422, -1.894], [-1.379, -0.213, -1.213], [-0.165, 1.627, -2.306], [-1.910, 2.381, -2.205], [-2.277, 2.464, -0.842], [-3.029, 1.639, -0.007], [-3.341, 1.660, 1.296], [-2.797, 2.795, 1.994], [-1.907, 3.955, 1.349], [-1.664, 3.575, -0.206], [-1.048, 4.275, -0.300], [-1.528, 4.635, 1.849], [-3.074, 3.129, 3.138], [-3.867, 1.009, 2.006], [-3.626, 0.823, -0.304], [-2.052, 3.154, -2.697], [-2.629, 1.391, -2.585], [-0.134, 1.468, 0.322], [0.557, -2.181, 0.014], [-1.269, -2.538, 2.439], [0.000, -3.769, 1.916], [-1.440, -4.058, -0.236], [-3.427, -1.905, 1.003], [-3.908, -3.240, -0.118], [-3.400, -3.221, -2.375], [-2.279, -1.831, -3.037], [-1.581, -3.343, -2.061]],
  "gap_ev": 7.82,
  "e_homo_ev": -8.229
}